Entry from the OMol25 dataset: a 2-piece molecular cluster, C2H6N4S overall at a distorted geometry (ωB97M-V/def2-TZVPD).

Summary:
net charge: 0
energy: -18961.6826 eV
molecular weight: 118.2 g mol⁻¹
maximum force: 5.24 eV/Å
HOMO level (alpha / beta): -8.12 / -8.12 eV
SMILES: [H]/N=N/N=S.[H]/N=C/C

CARTESIAN COORDINATES (ANGSTROEM)
H: 1.570 -0.809 2.258
N: 0.740 -0.671 1.733
N: -0.170 -1.490 1.619
N: -0.855 -2.009 0.896
S: -2.143 -2.846 0.633
H: 1.788 -0.480 -1.832
N: 0.905 -0.328 -1.282
C: 0.445 0.850 -1.332
C: -0.586 1.387 -0.367
H: 0.877 1.654 -1.832
H: -1.462 0.794 -0.323
H: -1.010 2.347 -0.768
H: -0.100 1.603 0.596